Density functional theory data (ωB97M-V/def2-TZVPD) for a cluster of 2 separate species, C3H7FS in total.

Each line ends with the Mulliken charge.
Positions of all 12 atoms, in Å:
C1 -1.4841 0.0419 0.0200  -1.305
C2 -0.1190 -0.2266 -0.6073  0.010
C3 0.6527 -0.2946 0.6714  -0.774
F1 4.2990 -0.5668 0.3478  -0.242
S1 3.3512 0.4296 -0.5373  -0.092
H1 -1.5440 0.9919 0.3033  0.467
H2 -2.2938 -0.2329 -0.7014  0.293
H3 -1.7418 -0.4733 0.9226  0.408
H4 0.1464 0.6736 -1.2043  0.197
H5 -0.1928 -1.1078 -1.1207  0.352
H6 0.9047 0.6731 1.0458  0.423
H7 1.0786 -1.2727 1.1085  0.263

Cartesian forces (eV/Å) of the 2 atoms listed first:
-1.65 -3.14 -1.96
0.06 2.10 2.67

Computed properties:
- DFT total energy (a.u.) = -616.37992
- gap between HOMO and LUMO (alpha / beta) (eV) = 6.33 / 6.34
- lowest unoccupied orbital energy (alpha / beta) (Eh) = -0.0630 / -0.0629
- relative energy (zero: lowest compared OMol25 entry of this formula, charge and spin) (eV) = 4.432
- HOMO (alpha / beta) (eV) = -8.05 / -8.05

Density functional theory data (ωB97M-V/def2-TZVPD) for the ion C3H7IN with charge +1.

Each line ends with the Mulliken charge.
Positions of all 12 atoms, in Å:
C1 0.2935 -0.6212 1.1331  -1.495
C2 -0.2381 0.1063 -0.0162  0.712
N1 -1.4666 0.7384 0.0340  -0.261
C3 1.1496 -0.1069 -1.1659  -0.842
I1 1.1772 1.6670 -2.5670  0.166
H1 -0.4618 -0.8785 2.0205  0.342
H2 1.0627 -0.0472 1.5098  0.470
H3 0.7003 -1.4436 0.7748  0.477
H4 -1.7988 1.1358 -0.8410  0.277
H5 -1.9038 0.9217 0.8596  0.241
H6 1.9970 -0.1788 -0.4226  0.462
H7 0.7717 -1.0108 -1.8188  0.450

Cartesian forces (eV/Å) of the 2 atoms listed first:
-5.59 2.11 3.40
-0.94 1.02 -0.50

Computed properties:
- SMILES = CC(=[NH2+])CI
- DFT total energy (a.u.) = -470.60322
- net charge = +1
- gap between HOMO and LUMO (eV) = 8.53
- lowest unoccupied orbital energy (Eh) = -0.1916
- relative energy (zero: lowest compared OMol25 entry of this formula, charge and spin) (eV) = 2.723
- HOMO (eV) = -13.75

Density functional theory data (ωB97M-V/def2-TZVPD) for the molecule C3H7IN2.

Each line ends with the Mulliken charge.
Positions of all 13 atoms, in Å:
C1 -0.8931 -0.4679 0.4302  -0.413
C2 -0.1327 0.9421 0.7531  -0.600
C3 -0.3188 -1.2814 -0.7331  -0.696
N1 0.5492 1.2681 -0.3877  0.088
N2 1.4591 0.5355 -0.9036  -0.615
I1 3.0153 -0.1543 0.1990  0.091
H1 -0.8792 -1.1397 1.3239  0.296
H2 -1.8367 -0.2152 0.2688  0.412
H3 -0.9216 1.6512 0.9194  0.328
H4 0.5386 0.8966 1.5654  0.302
H5 0.4024 -2.2075 -0.6735  0.205
H6 -0.9067 -1.3285 -1.5900  0.299
H7 -0.0756 1.5010 -1.1719  0.303

Cartesian forces (eV/Å) of the 2 atoms listed first:
5.03 -2.65 1.03
-1.89 -1.91 0.24

Computed properties:
- DFT total energy (a.u.) = -525.52275
- gap between HOMO and LUMO (alpha / beta) (eV) = 7.67 / 8.30
- lowest unoccupied orbital energy (alpha / beta) (Eh) = 0.0055 / 0.0087
- relative energy (zero: lowest compared OMol25 entry of this formula, charge and spin) (eV) = 5.127
- HOMO (alpha / beta) (eV) = -7.52 / -8.06

Density functional theory data (ωB97M-V/def2-TZVPD) for a structure of composition C3H7IN3.

Each line ends with the Mulliken charge.
Positions of all 14 atoms, in Å:
C1 -0.3145 0.9967 -0.0266  0.655
C2 0.1396 -1.5441 -0.2036  -0.606
C3 -0.7352 -0.4187 0.4535  -0.589
N1 0.8833 1.3369 -0.2389  -0.365
N2 1.8869 -0.1731 -0.7626  -0.470
N3 -1.2366 1.8996 -0.0520  -0.359
I1 3.5370 -0.4885 0.2127  0.447
H1 1.0378 -1.0715 -0.8136  0.317
H2 -0.3174 -1.8895 -1.1706  0.352
H3 0.5883 -2.2217 0.4899  0.398
H4 -1.8662 -0.5347 0.2091  0.320
H5 -0.7614 -0.5210 1.4917  0.386
H6 -1.9832 1.7537 0.4965  0.217
H7 -0.8584 2.8760 -0.0854  0.298

Cartesian forces (eV/Å) of the 2 atoms listed first:
0.83 -3.73 1.17
-2.69 1.58 0.02

Computed properties:
- DFT total energy (a.u.) = -579.97346
- net charge = +1
- gap between HOMO and LUMO (alpha / beta) (eV) = 7.12 / 7.12
- lowest unoccupied orbital energy (alpha / beta) (Eh) = -0.2439 / -0.2438
- relative energy (zero: lowest compared OMol25 entry of this formula, charge and spin) (eV) = 6.411
- HOMO (alpha / beta) (eV) = -13.76 / -13.76

Density functional theory data (ωB97M-V/def2-TZVPD) for a structure of composition C3H7IN3.

Each line ends with the Mulliken charge.
Positions of all 14 atoms, in Å:
C1 1.1615 1.4056 0.0410  0.233
C2 0.3033 -0.8981 0.5858  -0.387
C3 -1.6750 -0.2613 -0.7167  -0.745
N1 -0.1003 1.3858 0.3040  -0.841
N2 1.7554 0.2239 -0.0254  -0.462
N3 -0.6879 0.0549 0.3302  0.380
I1 3.6329 -0.2849 -0.0960  0.335
H1 1.7504 2.3458 -0.0445  0.410
H2 0.2299 -1.7203 -0.0459  0.351
H3 0.4952 -1.2671 1.6970  0.316
H4 -2.3616 -1.1136 -0.3351  0.345
H5 -2.1217 0.6608 -1.2449  0.336
H6 -1.1503 -0.6688 -1.6727  0.324
H7 -1.2317 0.1373 1.2232  0.404

Cartesian forces (eV/Å) of the 2 atoms listed first:
-0.21 -1.30 0.55
4.91 0.39 1.50

Computed properties:
- DFT total energy (a.u.) = -580.05466
- net charge = +1
- gap between HOMO and LUMO (eV) = 8.20
- lowest unoccupied orbital energy (Eh) = -0.1718
- relative energy (zero: lowest compared OMol25 entry of this formula, charge and spin) (eV) = 4.202
- HOMO (eV) = -12.88

Density functional theory data (ωB97M-V/def2-TZVPD) for the molecule C3H7INP.

Each line ends with the Mulliken charge.
Positions of all 13 atoms, in Å:
I1 2.9616 0.1474 -0.0429  0.070
C1 0.8818 0.0978 0.3327  -0.329
C2 0.1996 -1.1461 -0.0996  -0.518
N1 -1.3107 -0.8079 -0.2208  -0.229
P1 -1.7487 0.7952 -0.0130  -0.012
C3 0.1732 1.2225 -0.3362  -1.102
H1 0.7173 0.3146 1.4026  0.381
H2 0.7107 -1.4626 -1.0781  0.303
H3 0.2247 -1.9280 0.6041  0.306
H4 -1.8909 -1.5257 -0.6397  0.211
H5 -1.6004 0.9438 1.4817  0.003
H6 0.4143 2.1193 0.0748  0.553
H7 0.2675 1.2295 -1.4654  0.365

Cartesian forces (eV/Å) of the 2 atoms listed first:
0.28 -0.18 0.03
-0.84 1.03 1.18

Computed properties:
- SMILES = I[C@@H]1CNPC1
- DFT total energy (a.u.) = -812.27838
- gap between HOMO and LUMO (eV) = 9.30
- lowest unoccupied orbital energy (Eh) = 0.0164
- relative energy (zero: lowest compared OMol25 entry of this formula, charge and spin) (eV) = 0.271
- HOMO (eV) = -8.85

Density functional theory data (ωB97M-V/def2-TZVPD) for a cluster of 3 separate species, C3H7IO4 in total.

Each line ends with the Mulliken charge.
Positions of all 15 atoms, in Å:
C1 -0.3893 1.7046 0.3902  -0.957
C2 -0.2828 0.7822 -0.8871  0.847
C3 1.3024 -1.0162 0.4965  -0.052
O1 -0.8961 -0.1903 -1.1893  -0.645
O2 0.6354 1.3002 -1.6070  -0.401
O3 2.1985 -1.2488 1.3721  -0.259
O4 0.9236 -2.1100 -0.2376  -0.466
I1 -3.5585 -1.0761 0.9406  -0.096
H1 -1.4212 1.5780 0.7127  0.295
H2 -0.2553 2.7353 0.0689  0.343
H3 0.2815 1.3252 1.0348  0.247
H4 -2.0548 -0.4609 0.5920  0.023
H5 0.9736 0.8340 -2.2987  0.331
H6 2.4566 -2.2298 1.3588  0.357
H7 0.0865 -1.9275 -0.7469  0.434

Cartesian forces (eV/Å) of the 2 atoms listed first:
-3.65 -0.21 -3.95
-0.26 1.84 2.71

Computed properties:
- DFT total energy (a.u.) = -717.09273
- gap between HOMO and LUMO (eV) = 9.92
- lowest unoccupied orbital energy (Eh) = 0.0214
- relative energy (zero: lowest compared OMol25 entry of this formula, charge and spin) (eV) = 1.534
- HOMO (eV) = -9.33

Density functional theory data (ωB97M-V/def2-TZVPD) for a cluster of 2 separate species, C3H7IS2 in total.

Each line ends with the Mulliken charge.
Positions of all 13 atoms, in Å:
C1 -0.9778 0.6404 -1.2219  -0.675
C2 -1.7183 0.6940 -0.1712  -0.078
C3 -1.2875 0.3335 1.1673  -0.457
S1 0.2649 -0.6753 1.2285  -0.219
H1 -1.4789 0.8663 -2.1507  0.257
H2 0.0933 0.3367 -1.1940  0.241
H3 -2.7972 1.0255 -0.2639  0.228
H4 -1.1518 1.2779 1.8467  0.290
H5 -2.0997 -0.1725 1.7364  0.300
H6 -0.2427 -1.6208 0.3493  0.151
S2 3.0643 -1.4103 -0.2898  -0.272
I1 5.0259 -0.3001 0.5148  0.063
H7 3.3055 -0.9951 -1.5516  0.172

Cartesian forces (eV/Å) of the 2 atoms listed first:
1.56 -0.28 -2.29
-2.61 0.67 1.03

Computed properties:
- SMILES = C=CCS.SI
- DFT total energy (a.u.) = -1212.51734
- gap between HOMO and LUMO (eV) = 7.89
- lowest unoccupied orbital energy (Eh) = -0.0275
- relative energy (zero: lowest compared OMol25 entry of this formula, charge and spin) (eV) = 0.238
- HOMO (eV) = -8.64

Density functional theory data (ωB97M-V/def2-TZVPD) for a structure of composition C3H7MgO3.

Each line ends with the Mulliken charge.
Positions of all 14 atoms, in Å:
O1 0.1646 1.4617 -0.2470  -0.623
C1 -1.0099 1.3191 0.4762  -0.266
C2 -1.3751 -0.1422 0.6319  -0.267
O2 -2.7603 -0.4353 0.5241  -0.376
C3 -2.1083 -0.8356 -0.6213  -0.407
Mg1 1.5919 0.3066 -0.3215  1.036
H1 -1.8500 1.8389 -0.0288  0.325
H2 -0.9226 1.7634 1.4876  0.251
H3 -1.0310 -0.6278 1.5538  0.473
H4 3.3460 -1.5311 0.4587  0.362
H5 -2.1651 -1.9113 -0.8080  0.306
H6 -2.1271 -0.2049 -1.5152  0.247
O3 3.2364 -0.7749 -0.1305  -0.415
H7 4.0612 -0.6595 -0.6178  0.355

Cartesian forces (eV/Å) of the 2 atoms listed first:
1.74 -0.47 -0.22
-0.89 0.01 0.31

Computed properties:
- DFT total energy (a.u.) = -544.02727
- net charge = +1
- gap between HOMO and LUMO (eV) = 7.31
- lowest unoccupied orbital energy (Eh) = -0.2032
- relative energy (zero: lowest compared OMol25 entry of this formula, charge and spin) (eV) = 1.321
- HOMO (eV) = -12.85